Record 1
12 unconnected molecules or ions with the total composition C39H46Br2Cl34F4N4O5PS3 in a non-equilibrium geometry. Source: the OMol25 dataset; level of theory: ωB97M-V/def2-TZVPD.

The geometry in ORCA input format:
```
! wB97M-V def2-TZVPD RIJCOSX def2/J DEFGRID3
* xyz 1 1
C 0.421 3.459 -3.269
C 2.017 3.058 -3.227
O 2.525 3.463 -1.906
C 2.607 2.301 -0.978
C 4.184 2.131 -0.575
O 4.518 0.921 0.186
N 4.021 -0.197 -0.359
C 4.674 -0.659 -1.673
C 2.991 -0.826 0.277
N 2.318 -2.090 -0.304
C 3.121 -3.366 -0.230
C 2.538 -4.599 -1.173
C 3.715 -5.480 -1.909
F 4.966 -5.614 -1.074
Br 2.983 -7.380 -2.036
C 4.083 -5.005 -3.434
F 3.224 -3.933 -3.986
F 3.885 -6.204 -4.328
Br 6.001 -4.326 -3.587
C 0.862 -2.154 0.210
C 0.464 -3.379 1.223
C -0.794 -3.086 2.232
C -2.284 -3.242 1.531
S -3.133 -1.567 1.217
C -4.862 -1.910 0.522
S -5.422 -3.551 0.569
N -5.776 -0.878 -0.101
C -5.032 -0.013 -1.113
C -4.924 -0.458 -2.720
C -4.161 0.480 -3.838
C -3.439 1.918 -3.441
C -3.493 2.361 -1.863
C -4.272 1.410 -0.731
C -6.361 0.083 0.910
C -5.977 0.188 2.501
C -6.626 1.309 3.559
C -7.728 2.361 2.909
C -8.173 2.275 1.316
C -7.499 1.157 0.318
P -0.072 -2.055 -1.498
O -1.167 -3.414 -1.684
Cl -1.336 -0.342 -1.588
C 0.756 -0.644 0.924
N 2.157 -0.603 1.486
S 2.569 0.456 2.760
O 2.309 1.989 2.486
O 4.033 0.199 3.220
F 1.533 0.082 4.119
H 0.054 3.285 -4.367
H 0.368 4.627 -3.048
H -0.165 2.815 -2.470
H 2.567 3.727 -4.036
H 2.221 1.924 -3.497
H 2.110 1.329 -1.401
H 1.977 2.612 -0.027
H 4.450 3.055 0.130
H 4.928 2.207 -1.488
H 3.866 -1.156 -2.372
H 5.433 -1.538 -1.396
H 5.320 0.167 -2.191
H 4.239 -3.198 -0.617
H 3.266 -3.786 0.878
H 1.722 -4.266 -1.942
H 2.002 -5.342 -0.411
H 1.360 -3.739 1.924
H 0.169 -4.353 0.601
H -0.682 -2.084 2.869
H -0.753 -3.953 3.054
H -2.970 -3.770 2.354
H -2.304 -3.953 0.600
H -5.409 -1.464 -3.071
H -4.116 0.176 -4.981
H -2.914 2.614 -4.255
H -2.979 3.367 -1.538
H -4.246 1.817 0.366
H -5.197 -0.551 2.973
H -6.266 1.342 4.692
H -8.195 3.171 3.618
H -8.988 2.993 0.823
H -7.826 1.125 -0.825
H -0.756 -4.271 -1.369
H -0.170 -0.403 1.588
H 0.778 0.296 0.188
C 1.681 5.020 -6.945
Cl 0.203 4.515 -7.781
Cl 1.301 6.160 -5.643
Cl 2.546 3.612 -6.305
H 2.329 5.524 -7.666
C 0.042 9.400 -8.033
Cl 0.874 7.893 -8.454
Cl -0.950 9.179 -6.582
Cl 1.211 10.710 -7.795
H -0.616 9.673 -8.862
C -1.884 -0.029 5.399
Cl -1.621 -0.003 7.151
Cl -2.746 -1.501 4.920
Cl -2.779 1.411 4.883
H -0.910 -0.024 4.904
C 4.242 -0.824 6.392
Cl 5.074 -2.331 5.972
Cl 3.250 -1.044 7.843
Cl 5.411 0.486 6.631
H 3.584 -0.551 5.563
C 6.770 3.016 -6.673
Cl 5.870 1.811 -5.735
Cl 5.660 4.178 -7.420
Cl 7.947 3.851 -5.647
H 7.312 2.498 -7.469
C -3.141 4.691 2.520
Cl -1.832 4.645 1.326
Cl -4.107 6.164 2.328
Cl -4.165 3.252 2.377
H -2.696 4.699 3.519
C 6.089 -5.954 5.435
Cl 7.088 -5.949 3.972
Cl 4.552 -6.784 5.136
Cl 6.957 -6.717 6.778
H 5.873 -4.918 5.709
C 1.649 -5.808 8.090
Cl 2.807 -4.701 7.331
Cl 1.553 -5.508 9.833
Cl 0.052 -5.645 7.341
H 1.999 -6.831 7.935
C -3.741 5.110 6.705
Cl -2.432 5.063 5.511
Cl -4.707 6.583 6.513
Cl -4.765 3.671 6.561
H -3.296 5.117 7.703
C -2.986 2.442 -9.234
Cl -3.068 1.846 -7.567
Cl -2.857 4.209 -9.258
Cl -1.620 1.706 -10.091
H -3.908 2.157 -9.747
C -2.612 -7.027 3.433
Cl -3.574 -5.769 2.638
Cl -0.881 -6.700 3.243
Cl -3.038 -7.144 5.149
H -2.836 -7.985 2.956
*
```

## Properties
F_max = 0.1652 hartree/bohr
orbital gap = 4.78 eV
energy relative to the best compared isomer or geometry (same formula, charge and spin) = 27.4108 eV


Record 2
A molecular structure, C39H46Br2N3O5PPtS in a non-equilibrium geometry. Source: the OMol25 dataset; level of theory: ωB97M-V/def2-TZVPD.

The geometry in ORCA input format:
```
! wB97M-V def2-TZVPD RIJCOSX def2/J DEFGRID3
* xyz 0 5
Pt 0.260 1.060 -1.040
C 1.461 -3.178 0.129
C 1.789 -1.940 -0.713
C 3.003 -1.175 -0.226
C 4.213 -1.837 -0.232
C 5.418 -1.272 0.186
C 5.428 -0.010 0.726
C 4.246 0.762 0.785
C 4.422 2.175 1.364
C 4.852 2.180 2.822
C 3.023 0.185 0.302
N 1.865 0.969 0.378
C 1.644 1.632 1.514
C 0.473 2.391 1.520
C -0.061 3.391 2.343
C -1.209 3.886 1.650
C -1.369 3.119 0.484
N -0.339 2.185 0.431
H 0.678 -3.756 -0.395
H 1.009 -2.882 1.102
H 2.337 -3.812 0.290
H 0.895 -1.307 -0.742
H 2.006 -2.245 -1.744
H 4.253 -2.885 -0.570
H 6.353 -1.833 0.101
H 6.347 0.404 1.162
H 3.555 2.833 1.156
H 5.230 2.632 0.797
H 4.181 1.613 3.464
H 4.887 3.219 3.219
H 5.860 1.748 2.943
H 2.311 1.669 2.392
H 0.390 3.765 3.246
H -1.825 4.713 1.993
H -2.137 3.172 -0.290
C -2.965 -0.067 -1.626
C -1.880 -0.417 -2.634
C -2.292 -1.209 -3.732
C -1.511 -1.615 -4.761
C -0.165 -1.144 -4.719
C 0.801 -1.465 -5.733
Br 0.482 -2.588 -7.276
C 2.125 -1.060 -5.668
C 2.536 -0.309 -4.565
Br 4.298 0.168 -4.344
C 1.664 0.025 -3.489
O 2.075 0.622 -2.406
C 0.293 -0.372 -3.589
N -0.574 -0.034 -2.537
H -3.934 -0.228 -2.106
H -2.915 0.972 -1.283
H -2.857 -0.704 -0.712
H -3.348 -1.471 -3.746
H -1.894 -2.292 -5.534
H 2.795 -1.283 -6.494
C 0.745 -3.210 3.978
C 0.037 -1.865 3.864
C 1.012 -0.717 3.650
C -0.862 -1.624 5.052
O -0.768 -2.015 2.669
P -1.542 -0.805 1.881
O -2.024 0.275 2.827
O -0.701 -0.493 0.687
O -2.762 -1.601 1.210
C -3.786 -2.449 1.828
C -3.234 -3.860 1.708
C -5.022 -2.294 0.958
C -4.099 -1.991 3.238
H 1.453 -3.198 4.816
H 1.315 -3.444 3.072
H -0.006 -3.979 4.208
H 1.797 -0.732 4.433
H 0.528 0.266 3.747
H 1.482 -0.822 2.662
H -0.258 -1.534 5.981
H -1.520 -2.484 5.247
H -1.455 -0.713 4.931
H -2.989 -4.080 0.670
H -4.016 -4.564 2.034
H -2.319 -3.991 2.335
H -4.808 -2.589 -0.064
H -5.400 -1.268 0.966
H -5.836 -2.930 1.347
H -3.260 -2.243 3.919
H -5.006 -2.516 3.574
H -4.277 -0.903 3.263
S 0.491 3.042 -2.399
C -0.789 4.019 -3.076
C -2.106 3.580 -3.152
C -3.056 4.360 -3.782
C -2.740 5.591 -4.328
C -1.433 6.028 -4.255
C -0.459 5.255 -3.640
H -2.360 2.606 -2.744
H -4.091 3.994 -3.847
H -3.520 6.208 -4.776
H -1.119 6.967 -4.715
H 0.577 5.622 -3.567
*
```

## Properties
F_max = 0.0939 hartree/bohr
orbital gap (alpha / beta) = 5.71 / 3.87 eV
<S²> = 6.08
energy relative to the best compared isomer or geometry (same formula, charge and spin) = 0.0000 eV